Molecular formula: C78H195N7O24P6
Method: DFT, the ωB97M-V functional and the def2-TZVPD basis

Values from the calculation:
F_max (Eh/bohr): 0.0596
Kohn-Sham gap (eV): 8.2
2S+1: 1
M (g mol⁻¹): 1801.29
HOMO level (eV): -7.76
E_tot (eV): -199367.3490

Last columns: bonded neighbours and bond lengths (Å).
Element x y z (Å)
1 C 3.48 -31.76 13.28  C2 1.543, H8 1.082, H9 1.082, H10 1.088
2 C 3.65 -32.27 11.84  C1 1.543, N3 1.467, H11 1.104, H12 1.074
3 N 2.40 -32.44 11.08  C2 1.467, C4 1.420, C6 1.458
4 C 1.65 -31.24 11.05  N3 1.420, C5 1.494, H13 1.117, H14 1.081
5 C 2.38 -30.09 10.43  C4 1.494, H15 1.098, H16 1.104, H17 1.112
6 C 1.58 -33.57 11.49  N3 1.458, C7 1.483, H18 1.091, H19 1.114
7 C 0.87 -34.12 10.30  C6 1.483, H20 1.097, H21 1.120, H22 1.126
8 H 4.45 -31.83 13.77  C1 1.082
9 H 2.77 -32.33 13.86  C1 1.082
10 H 3.14 -30.72 13.32  C1 1.088
11 H 4.29 -31.54 11.31  C2 1.104
12 H 4.29 -33.14 11.82  C2 1.074
13 H 0.77 -31.38 10.37  C4 1.117
14 H 1.29 -30.99 12.04  C4 1.081
15 H 1.74 -29.24 10.19  C5 1.098
16 H 3.23 -29.74 11.04  C5 1.104
17 H 2.81 -30.42 9.46  C5 1.112
18 H 0.93 -33.34 12.33  C6 1.091
19 H 2.30 -34.34 11.84  C6 1.114
20 H 0.24 -35.00 10.47  C7 1.097
21 H 1.58 -34.44 9.50  C7 1.120
22 H 0.27 -33.34 9.75  C7 1.126
23 C 5.36 -32.49 7.94  C24 1.515, H30 1.106, H31 1.067, H32 1.081
24 C 4.97 -33.95 8.04  C23 1.515, N25 1.429, H33 1.107, H34 1.123
25 N 4.64 -34.57 6.79  C24 1.429, C26 1.478, C28 1.486
26 C 4.70 -36.04 6.96  N25 1.478, C27 1.516, H35 1.101, H36 1.084
27 C 6.06 -36.66 6.71  C26 1.516, H37 1.085, H38 1.127, H39 1.091
28 C 3.31 -34.13 6.32  N25 1.486, C29 1.508, H40 1.102, H41 1.103
29 C 3.25 -34.23 4.81  C28 1.508, H42 1.087, H43 1.115, H44 1.098
30 H 5.72 -32.14 8.93  C23 1.106
31 H 4.51 -31.89 7.73  C23 1.067
32 H 6.12 -32.36 7.18  C23 1.081
33 H 5.82 -34.49 8.51  C24 1.107
34 H 4.11 -34.06 8.76  C24 1.123
35 H 4.37 -36.35 7.96  C26 1.101
36 H 3.97 -36.50 6.30  C26 1.084
37 H 6.39 -36.75 5.68  C27 1.085
38 H 6.89 -36.10 7.23  C27 1.127
39 H 6.01 -37.66 7.14  C27 1.091
40 H 3.22 -33.07 6.59  C28 1.102
41 H 2.46 -34.68 6.77  C28 1.103
42 H 2.35 -33.82 4.37  C29 1.087
43 H 3.34 -35.30 4.51  C29 1.115
44 H 4.13 -33.70 4.41  C29 1.098
45 C -1.21 -40.79 12.98  C46 1.487, H52 1.082, H53 1.073, H54 1.091
46 C -2.10 -39.92 12.16  C45 1.487, N47 1.481, H55 1.098, H56 1.116
47 N -1.94 -38.48 12.47  C46 1.481, C48 1.457, C50 1.458
48 C -0.72 -37.96 11.86  N47 1.457, C49 1.497, H57 1.120, H58 1.116
49 C -0.16 -36.72 12.48  C48 1.497, H59 1.092, H60 1.083, H61 1.109
50 C -3.16 -37.73 12.20  N47 1.458, C51 1.492, H62 1.128, H63 1.124
51 C -4.12 -37.68 13.34  C50 1.492, H64 1.117, H65 1.078, H66 1.061
52 H -1.21 -40.39 13.98  C45 1.082
53 H -0.19 -40.76 12.63  C45 1.073
54 H -1.53 -41.83 13.00  C45 1.091
55 H -1.94 -40.14 11.10  C46 1.098
56 H -3.16 -40.19 12.38  C46 1.116
57 H 0.05 -38.77 11.98  C48 1.120
58 H -0.87 -37.81 10.77  C48 1.116
59 H -0.16 -36.80 13.57  C49 1.092
60 H 0.86 -36.51 12.19  C49 1.083
61 H -0.75 -35.79 12.39  C49 1.109
62 H -3.61 -38.16 11.26  C50 1.128
63 H -2.86 -36.66 12.01  C50 1.124
64 H -3.61 -37.25 14.24  C51 1.117
65 H -4.47 -38.68 13.51  C51 1.078
66 H -4.95 -37.06 13.14  C51 1.061
67 C -2.16 -34.16 2.23  C68 1.549, H74 1.091, H75 1.081, H76 1.087
68 C -1.18 -33.33 3.11  C67 1.549, N69 1.483, H77 1.127, H78 1.088
69 N -0.50 -32.26 2.34  C68 1.483, C70 1.458, C72 1.474
70 C 0.31 -31.47 3.26  N69 1.458, C71 1.532, H79 1.093, H80 1.076
71 C 0.92 -30.27 2.53  C70 1.532, H81 1.122, H82 1.074, H83 1.060
72 C 0.21 -32.76 1.15  N69 1.474, C73 1.545, H84 1.072, H85 1.085
73 C 1.46 -33.65 1.34  C72 1.545, H86 1.083, H87 1.120, H88 1.109
74 H -1.69 -34.86 1.54  C67 1.091
75 H -2.78 -33.51 1.64  C67 1.081
76 H -2.84 -34.63 2.93  C67 1.087
77 H -1.78 -32.82 3.92  C68 1.127
78 H -0.49 -34.04 3.57  C68 1.088
79 H 1.03 -32.11 3.79  C70 1.093
80 H -0.35 -31.05 3.99  C70 1.076
81 H 0.10 -29.73 1.98  C71 1.122
82 H 1.70 -30.55 1.85  C71 1.074
83 H 1.28 -29.48 3.14  C71 1.060
84 H -0.61 -33.20 0.62  C72 1.072
85 H 0.56 -31.92 0.54  C72 1.085
86 H 2.25 -33.14 1.88  C73 1.083
87 H 1.35 -34.58 1.95  C73 1.120
88 H 1.89 -34.01 0.39  C73 1.109
89 C 4.27 -38.71 4.16  C90 1.540, H96 1.094, H97 1.104, H98 1.104
90 C 3.27 -39.78 3.68  C89 1.540, N91 1.467, H99 1.113, H100 1.091
91 N 2.46 -39.36 2.53  C90 1.467, C92 1.469, C94 1.431
92 C 1.39 -40.31 2.18  N91 1.469, C93 1.576, H101 1.103, H102 1.076
93 C 1.89 -41.71 1.65  C92 1.576, H103 1.057, H104 1.109, H105 1.074
94 C 3.25 -39.01 1.39  N91 1.431, C95 1.528, H106 1.077, H107 1.124
95 C 3.36 -37.49 1.28  C94 1.528, H108 1.093, H109 1.116, H110 1.101
96 H 3.82 -37.72 4.26  C89 1.094
97 H 5.10 -38.63 3.44  C89 1.104
98 H 4.70 -39.09 5.10  C89 1.104
99 H 3.99 -40.59 3.45  C90 1.113
100 H 2.63 -40.02 4.53  C90 1.091
101 H 0.79 -40.53 3.08  C92 1.103
102 H 0.73 -39.86 1.46  C92 1.076
103 H 2.37 -42.28 2.40  C93 1.057
104 H 1.03 -42.29 1.27  C93 1.109
105 H 2.52 -41.65 0.78  C93 1.074
106 H 2.83 -39.32 0.45  C94 1.077
107 H 4.28 -39.43 1.49  C94 1.124
108 H 3.74 -37.05 2.20  C95 1.093
109 H 2.34 -37.07 1.16  C95 1.116
110 H 3.96 -37.23 0.39  C95 1.101
111 C 3.47 -40.26 7.80  C112 1.579, H118 1.065, H119 1.121, H120 1.099
112 C 2.46 -40.09 9.00  C111 1.579, N113 1.464, H121 1.082, H122 1.072
113 N 1.38 -39.10 8.95  C112 1.464, C114 1.447, C116 1.469
114 C 0.36 -39.41 7.97  N113 1.447, C115 1.512, H123 1.101, H124 1.100
115 C -0.68 -40.44 8.33  C114 1.512, H125 1.094, H126 1.069, H127 1.078
116 C 1.89 -37.73 8.83  N113 1.469, C117 1.515, H128 1.124, H129 1.115
117 C 2.90 -37.48 9.94  C116 1.515, H130 1.121, H131 1.082, H132 1.071
118 H 4.20 -40.98 8.06  C111 1.065
119 H 3.94 -39.29 7.49  C111 1.121
120 H 3.00 -40.54 6.84  C111 1.099
121 H 1.97 -41.05 9.14  C112 1.082
122 H 3.04 -39.88 9.88  C112 1.072
123 H -0.17 -38.47 7.74  C114 1.101
124 H 0.79 -39.73 7.01  C114 1.100
125 H -1.14 -40.23 9.30  C115 1.094
126 H -1.47 -40.33 7.62  C115 1.069
127 H -0.32 -41.45 8.37  C115 1.078
128 H 1.00 -37.06 9.01  C116 1.124
129 H 2.43 -37.49 7.89  C116 1.115
130 H 2.60 -38.09 10.83  C117 1.121
131 H 2.89 -36.43 10.19  C117 1.082
132 H 3.92 -37.70 9.69  C117 1.071
133 C -5.18 -33.29 15.87  C134 1.524, H140 1.075, H141 1.064, H142 1.130
134 C -4.74 -32.41 14.70  C133 1.524, N135 1.454, H143 1.102, H144 1.073
135 N -3.58 -33.01 14.05  C134 1.454, C136 1.504, C138 1.421
136 C -3.88 -34.29 13.33  N135 1.504, C137 1.493, H145 1.087, H146 1.083
137 C -4.62 -34.04 12.05  C136 1.493, H147 1.086, H148 1.071, H149 1.071
138 C -2.86 -32.02 13.33  N135 1.421, C139 1.488, H150 1.081, H151 1.141
139 C -1.52 -32.49 12.91  C138 1.488, H152 1.068, H153 1.070, H154 1.078
140 H -5.58 -34.24 15.54  C133 1.075
141 H -5.84 -32.84 16.57  C133 1.064
142 H -4.30 -33.54 16.52  C133 1.130
143 H -5.64 -32.27 14.08  C134 1.102
144 H -4.48 -31.40 14.91  C134 1.073
145 H -2.91 -34.74 13.16  C136 1.087
146 H -4.47 -34.91 14.00  C136 1.083
147 H -5.46 -33.35 12.15  C137 1.086
148 H -3.99 -33.69 11.26  C137 1.071
149 H -4.90 -34.98 11.63  C137 1.071
150 H -2.83 -31.15 13.98  C138 1.081
151 H -3.47 -31.68 12.43  C138 1.141
152 H -1.00 -31.80 12.28  C139 1.068
153 H -1.55 -33.45 12.43  C139 1.070
154 H -0.81 -32.61 13.71  C139 1.078
155 C 4.49 -26.36 1.67  C156 1.488, H166 1.102, H167 1.093, H168 1.121
156 C 4.12 -26.28 3.11  C155 1.488, O157 1.402, H169 1.129, H170 1.092
157 O 5.11 -26.84 3.92  C156 1.402, P158 1.611
158 P 5.05 -26.95 5.53  O157 1.611, O159 1.457, O160 1.577, O163 1.606
159 O 6.35 -27.34 6.04  P158 1.457
160 O 4.47 -25.57 6.04  P158 1.577, C161 1.440
161 C 5.49 -24.56 6.17  O160 1.440, C162 1.506, H171 1.100, H172 1.089
162 C 5.85 -24.32 7.61  C161 1.506, H173 1.110, H174 1.073, H175 1.071
163 O 3.89 -27.96 5.98  P158 1.606, C164 1.409
164 C 4.16 -29.32 6.22  O163 1.409, C165 1.490, H176 1.092, H177 1.096
165 C 4.37 -30.18 5.02  C164 1.490, H178 1.099, H179 1.095, H180 1.110
166 H 4.43 -27.37 1.25  C155 1.102
167 H 3.81 -25.79 1.04  C155 1.093
168 H 5.54 -25.99 1.52  C155 1.121
169 H 4.03 -25.18 3.37  C156 1.129
170 H 3.14 -26.73 3.32  C156 1.092
171 H 6.40 -24.83 5.61  C161 1.100
172 H 5.11 -23.62 5.78  C161 1.089
173 H 6.66 -23.57 7.76  C162 1.110
174 H 4.99 -23.94 8.14  C162 1.073
175 H 6.13 -25.22 8.12  C162 1.071
176 H 5.05 -29.49 6.83  C164 1.092
177 H 3.28 -29.73 6.72  C164 1.096
178 H 4.44 -31.26 5.18  C165 1.099
179 H 3.58 -29.94 4.30  C165 1.095
180 H 5.32 -29.87 4.52  C165 1.110
181 C -5.36 -31.39 -0.31  C182 1.530, H192 1.103, H193 1.065, H194 1.095
182 C -4.36 -30.41 0.30  C181 1.530, O183 1.397, H195 1.101, H196 1.102
183 O -5.11 -29.76 1.29  C182 1.397, P184 1.629
184 P -4.67 -28.57 2.30  O183 1.629, O185 1.452, O186 1.578, O189 1.577
185 O -5.64 -28.26 3.34  P184 1.452
186 O -3.27 -29.10 2.78  P184 1.578, C187 1.455
187 C -2.51 -28.30 3.73  O186 1.455, C188 1.515, H197 1.092, H198 1.086
188 C -2.42 -28.88 5.12  C187 1.515, H199 1.082, H200 1.096, H201 1.071
189 O -4.26 -27.32 1.43  P184 1.577, C190 1.451
190 C -5.31 -26.40 1.01  O189 1.451, C191 1.497, H202 1.076, H203 1.089
191 C -5.81 -26.86 -0.32  C190 1.497, H204 1.079, H205 1.075, H206 1.102
192 H -4.80 -32.02 -1.03  C181 1.103
193 H -5.81 -32.05 0.39  C181 1.065
194 H -6.18 -30.81 -0.75  C181 1.095
195 H -3.50 -30.96 0.71  C182 1.101
196 H -4.00 -29.72 -0.47  C182 1.102
197 H -1.51 -28.18 3.30  C187 1.092
198 H -2.89 -27.28 3.77  C187 1.086
199 H -2.06 -29.89 5.00  C188 1.082
200 H -1.65 -28.33 5.69  C188 1.096
201 H -3.32 -28.90 5.69  C188 1.071
202 H -6.12 -26.31 1.71  C190 1.076
203 H -4.83 -25.43 0.89  C190 1.089
204 H -5.04 -26.94 -1.07  C191 1.079
205 H -6.28 -27.83 -0.26  C191 1.075
206 H -6.62 -26.21 -0.69  C191 1.102
207 C -6.90 -28.67 7.44  C208 1.529, H218 1.114, H219 1.081, H220 1.116
208 C -6.00 -29.40 6.44  C207 1.529, O209 1.443, H221 1.124, H222 1.087
209 O -4.96 -30.04 7.21  C208 1.443, P210 1.580
210 P -5.01 -31.51 7.81  O209 1.580, O211 1.451, O212 1.585, O215 1.586
211 O -6.08 -31.72 8.77  P210 1.451
212 O -5.06 -32.42 6.52  P210 1.585, C213 1.439
213 C -4.11 -32.29 5.45  O212 1.439, C214 1.478, H223 1.104, H224 1.076
214 C -4.88 -32.24 4.19  C213 1.478, H225 1.085, H226 1.109, H227 1.065
215 O -3.54 -31.71 8.36  P210 1.586, C216 1.426
216 C -3.08 -31.39 9.67  O215 1.426, C217 1.498, H228 1.083, H229 1.097
217 C -2.24 -30.15 9.64  C216 1.498, H230 1.074, H231 1.089, H232 1.103
218 H -7.80 -28.26 6.92  C207 1.114
219 H -7.35 -29.20 8.27  C207 1.081
220 H -6.41 -27.71 7.73  C207 1.116
221 H -6.54 -30.20 5.86  C208 1.124
222 H -5.48 -28.74 5.75  C208 1.087
223 H -3.46 -31.42 5.64  C213 1.104
224 H -3.52 -33.19 5.41  C213 1.076
225 H -5.63 -33.02 4.29  C214 1.085
226 H -5.41 -31.30 3.96  C214 1.109
227 H -4.27 -32.44 3.34  C214 1.065
228 H -3.91 -31.33 10.37  C216 1.083
229 H -2.41 -32.22 9.94  C216 1.097
230 H -2.75 -29.24 9.37  C217 1.074
231 H -1.69 -29.90 10.55  C217 1.089
232 H -1.42 -30.29 8.92  C217 1.103
233 C -4.61 -39.45 9.09  C234 1.535, H244 1.076, H245 1.101, H246 1.084
234 C -6.05 -38.95 9.29  C233 1.535, O235 1.455, H247 1.082, H248 1.099
235 O -5.96 -37.97 10.36  C234 1.455, P236 1.568
236 P -7.21 -37.05 10.59  O235 1.568, O237 1.462, O238 1.603, O241 1.567
237 O -7.10 -36.25 11.81  P236 1.462
238 O -8.46 -38.05 10.51  P236 1.603, C239 1.488
239 C -9.80 -37.56 10.95  O238 1.488, C240 1.502, H249 1.106, H250 1.084
240 C -10.65 -38.77 11.22  C239 1.502, H251 1.090, H252 1.092, H253 1.101
241 O -7.35 -36.23 9.26  P236 1.567, C242 1.445
242 C -6.38 -35.23 8.90  O241 1.445, C243 1.469, H254 1.093, H255 1.090
243 C -5.58 -35.67 7.75  C242 1.469, H256 1.088, H257 1.091, H258 1.091
244 H -4.46 -40.05 8.21  C233 1.076
245 H -3.93 -38.58 9.04  C233 1.101
246 H -4.31 -40.08 9.91  C233 1.084
247 H -6.40 -38.33 8.48  C234 1.082
248 H -6.75 -39.74 9.58  C234 1.099
249 H -9.61 -36.91 11.82  C239 1.106
250 H -10.22 -37.05 10.10  C239 1.084
251 H -10.68 -39.48 10.40  C240 1.090
252 H -10.33 -39.36 12.09  C240 1.092
253 H -11.69 -38.55 11.49  C240 1.101
254 H -6.83 -34.28 8.63  C242 1.093
255 H -5.83 -34.95 9.80  C242 1.090
256 H -6.06 -35.78 6.77  C243 1.088
257 H -4.69 -35.05 7.70  C243 1.091
258 H -5.29 -36.72 7.87  C243 1.091
259 C -0.10 -37.22 3.64  C260 1.500, H270 1.125, H271 1.094, H272 1.074
260 C 0.11 -37.02 5.12  C259 1.500, O261 1.478, H273 1.095, H274 1.096
261 O 0.30 -35.57 5.32  C260 1.478, P262 1.594
262 P -0.75 -34.81 6.25  O261 1.594, O263 1.507, O264 1.571, O267 1.597
263 O -2.20 -34.87 5.84  P262 1.507
264 O -0.65 -35.39 7.70  P262 1.571, C265 1.437
265 C -1.75 -36.00 8.39  O264 1.437, C266 1.499, H275 1.080, H276 1.099
266 C -2.42 -34.94 9.21  C265 1.499, H277 1.076, H278 1.080, H279 1.099
267 O -0.09 -33.36 6.26  P262 1.597, C268 1.411
268 C -0.43 -32.31 7.14  O267 1.411, C269 1.488, H280 1.076, H281 1.080
269 C 0.80 -31.50 7.32  C268 1.488, H282 1.089, H283 1.094, H284 1.098
270 H -1.08 -36.75 3.34  C259 1.125
271 H 0.66 -36.70 3.06  C259 1.094
272 H -0.12 -38.27 3.41  C259 1.074
273 H -0.68 -37.47 5.72  C260 1.095
274 H 0.99 -37.52 5.53  C260 1.096
275 H -2.37 -36.40 7.60  C265 1.080
276 H -1.30 -36.77 9.03  C265 1.099
277 H -2.86 -34.15 8.62  C266 1.076
278 H -3.13 -35.43 9.86  C266 1.080
279 H -1.69 -34.46 9.87  C266 1.099
280 H -1.18 -31.72 6.63  C268 1.076
281 H -0.85 -32.63 8.09  C268 1.080
282 H 0.51 -30.54 7.75  C269 1.089
283 H 1.57 -31.99 7.93  C269 1.094
284 H 1.20 -31.38 6.31  C269 1.098
285 C -5.38 -36.26 3.92  C286 1.542, H296 1.128, H297 1.106, H298 1.101
286 C -4.24 -36.87 4.77  C285 1.542, O287 1.449, H299 1.093, H300 1.064
287 O -4.58 -38.27 4.95  C286 1.449, P288 1.578
288 P -3.34 -39.23 5.18  O287 1.578, O289 1.472, O290 1.586, O293 1.625
289 O -2.33 -38.87 6.18  P288 1.472
290 O -4.06 -40.62 5.41  P288 1.586, C291 1.474
291 C -3.21 -41.78 5.72  O290 1.474, C292 1.484, H301 1.117, H302 1.052
292 C -4.03 -43.00 5.51  C291 1.484, H303 1.109, H304 1.092, H305 1.106
293 O -2.69 -39.33 3.69  P288 1.625, C294 1.451
294 C -3.44 -39.21 2.46  O293 1.451, C295 1.534, H306 1.103, H307 1.112
295 C -2.51 -39.41 1.26  C294 1.534, H308 1.093, H309 1.048, H310 1.096
296 H -5.26 -35.14 3.86  C285 1.128
297 H -5.47 -36.78 2.95  C285 1.106
298 H -6.33 -36.44 4.44  C285 1.101
299 H -3.27 -36.84 4.27  C286 1.093
300 H -4.07 -36.39 5.70  C286 1.064
301 H -2.34 -41.79 5.03  C291 1.117
302 H -2.96 -41.75 6.74  C291 1.052
303 H -4.42 -43.20 4.49  C292 1.109
304 H -3.50 -43.95 5.66  C292 1.092
305 H -4.96 -42.93 6.11  C292 1.106
306 H -4.30 -39.89 2.47  C294 1.103
307 H -3.85 -38.18 2.33  C294 1.112
308 H -1.69 -38.69 1.25  C295 1.093
309 H -2.04 -40.35 1.21  C295 1.048
310 H -3.02 -39.20 0.31  C295 1.096

These are the Löwdin partial charges, in e, on atoms 1 to 4:
1 C -0.074
2 C -0.240
3 N -0.177
4 C -0.312